The following is a DFT calculation (the ωB97M-V functional and the def2-TZVPD basis) of a 4-piece molecular cluster, C39H64BIN4O4S overall in a non-equilibrium geometry.

Values from the calculation:
* orbital gap: 9.075 eV

Structure (XYZ):
```
114
C39H64BIN4O4S | the Open Molecules 2025 dataset | the ωB97M-V functional and the def2-TZVPD basis
C -2.9466 -0.4595 4.3632
H -5.4118 1.0455 -0.7349
C -1.2399 -4.0964 7.0031
C -2.6185 -3.5194 4.9352
H -8.8475 -0.2901 0.3003
H -1.7277 0.1128 1.3531
C 2.7429 -1.2854 -2.3919
C 0.4374 3.2354 -2.7810
H 4.9723 -3.2158 -0.8360
H 9.2373 2.9036 -5.0062
H -6.7192 0.8978 -1.8838
C 4.0612 -2.6450 -0.9701
H 9.1014 3.0365 -3.2471
O -1.9184 3.1649 -1.1046
H 5.7987 1.4593 -4.4373
H -3.7837 2.1640 0.5863
C -1.6302 -1.1469 4.7038
C 1.3844 -0.4278 1.9644
H -5.6959 -2.4890 0.5473
H -2.4146 -0.4753 -2.3095
C 5.0558 1.5181 -1.7038
C 3.8494 -2.0414 -2.1756
H 7.1123 2.1312 -1.5147
S 2.5099 -0.5169 -3.9777
C 1.3290 3.2789 -3.8165
C 6.2576 3.1756 -3.2126
H -2.0493 3.3247 -2.0445
H 3.3144 -2.9118 0.9586
H -6.4102 -1.1146 1.3827
B -0.9007 2.2497 -0.8942
H -3.3720 -4.1881 6.8247
H 2.6741 2.0603 -4.9818
H -0.3949 -3.4728 6.7064
H 4.3383 0.9023 2.1107
H -0.3334 -0.7566 -3.5696
H -0.5793 -3.0038 4.4573
C -9.4881 1.0714 -1.2420
H -1.4372 -1.0601 5.7773
C -0.3041 -1.1790 -2.5606
C 3.7219 0.1173 1.6731
H -1.0598 -5.1115 6.6430
H 7.8769 0.8275 -3.2036
H 1.2425 -2.4924 1.5753
N 4.2015 -3.7869 -4.9679
H -7.2969 -1.3554 -0.9710
C -1.5836 -2.6109 4.2691
H 5.3030 3.6508 -3.4645
C -1.7281 -1.2912 -2.0504
C -3.1261 1.7217 1.3387
C 1.7679 -1.0800 -1.4272
C -6.3191 -0.9025 -0.7846
C 7.9211 1.4247 -4.1187
C -7.3548 1.2724 0.1429
H -3.7915 -0.9282 4.8712
C -8.8005 0.7816 0.0885
H -2.7427 -2.5572 6.8728
H 8.0399 0.7141 -4.9411
C 2.5962 0.6489 3.6979
H 1.7590 0.4715 4.3677
H -4.7684 -0.9986 0.7298
C 9.1466 2.3327 -4.0799
C 6.6112 2.1844 -4.3233
H -6.9660 1.1174 1.1536
H 3.5299 0.6114 4.2657
C 0.1654 2.0871 -2.0619
H 3.2530 0.5558 0.7809
C -2.0475 0.8816 0.6439
H 2.5617 1.6483 3.2448
H 4.3754 -0.6890 1.3360
N 2.6511 -0.3408 2.5980
H 4.0823 1.9493 -1.9533
O -0.8631 1.6069 0.2997
H -1.2581 -4.1246 8.0938
H 5.9517 3.3694 -1.1007
H -0.8169 -0.6128 4.2057
H -2.9205 0.5880 4.6685
H -3.1326 -0.4906 3.2885
C 1.9912 -1.6837 -0.2024
H -1.4685 -2.9457 -1.2286
H -5.6618 -1.2548 -1.5848
C -5.7675 -1.4006 0.5477
C -6.4124 0.6212 -0.8704
H 6.6604 2.7291 -5.2716
I 1.7613 5.0485 -4.8814
O 0.5099 0.3763 2.2211
H -2.4866 -4.5364 4.5515
H -0.0587 4.1671 -2.5260
O 4.8205 -2.1917 -3.1958
H 6.9953 3.9829 -3.1941
H -7.3407 2.3555 -0.0182
C 1.9503 2.1179 -4.1757
H -3.7631 1.0300 1.9034
N 0.5670 -0.3145 -1.6608
N -2.2101 -2.2552 -1.3880
C 1.6865 0.9771 -3.4735
H 4.9995 1.1278 -0.6852
C -2.5589 -3.5535 6.4616
H -2.4970 0.4074 -0.2319
C 4.4813 -3.1003 -4.0595
H 10.0556 1.7414 -3.9588
H 5.2373 0.6722 -2.3706
H -2.7383 2.4751 2.0240
H -1.7258 -2.6633 3.1835
C 6.1552 2.5669 -1.8154
H -9.4981 2.1437 -1.4491
H -10.5226 0.7248 -1.2202
C 0.8220 0.9070 -2.3977
C 1.0562 -1.5773 0.9971
H 0.1218 -2.1831 -2.6504
H -8.9908 0.5672 -2.0720
C 3.1198 -2.4493 -0.0035
H -9.3629 1.2725 0.8876
H -0.0004 -1.5857 0.7382
H -3.6229 -3.2134 4.6288
```

These are the Löwdin partial charges, in e, on atoms 1 to 99: C -0.10; H 0.09; C -0.11; C -0.23; H 0.10; H 0.10; C -0.35; C -0.11; H 0.14; H 0.08; H 0.10; C 0.02; H 0.06; O 0.18; H 0.09; H 0.06; C -0.26; C -0.41; H 0.07; H 0.11; C -0.09; C -0.28; H 0.10; S 1.10; C -0.70; C -0.22; H 0.10; H 0.13; H 0.07; B -0.59; H 0.10; H 0.10; H 0.06; H 0.09; H 0.12; H 0.10; C -0.11; H 0.10; C -0.12; C -0.06; H 0.07; H 0.10; H 0.12; N 0.18; H 0.10; C -0.23; H 0.10; C -0.23; C -0.06; C -0.19; C -0.26; C -0.27; C -0.23; H 0.07; C -0.27; H 0.10; H 0.11; C -0.08; H 0.08; H 0.06; C -0.11; C -0.23; H 0.10; H 0.09; C 0.01; H 0.09; C -0.22; H 0.09; H 0.07; N -0.13; H 0.07; O 0.07; H 0.07; H 0.11; H 0.08; H 0.08; H 0.05; C -0.14; H 0.05; H 0.10; C -0.10; C -0.23; H 0.11; I 0.87; O 0.08; H 0.11; H 0.11; O 0.04; H 0.10; H 0.11; C -0.18; H 0.05; N 0.03; N 0.12; C -0.44; H 0.06; C -0.27; H 0.09; C -0.34